No. 1
DFT (the ωB97M-V functional and the def2-TZVPD basis) results for a molecular structure, C36H37IrN10O3S2.

ORCA input file:
```
! RIJCOSX wB97M-V def2-TZVPD def2/J DEFGRID3
* xyz 1 6
Ir -0.524 -0.733 0.417
C 4.570 -3.211 0.092
S 3.016 -4.094 0.246
C 1.959 -2.889 0.816
S 2.293 -1.365 1.277
N 0.617 -3.408 0.796
N -0.152 -2.691 -0.219
C -1.197 -3.461 -0.618
C -2.506 -2.947 -0.563
C -3.642 -3.626 -1.067
C -4.883 -3.073 -0.901
C -5.017 -1.842 -0.240
C -3.873 -1.222 0.213
N -2.659 -1.747 0.061
H 4.990 -2.989 1.071
H 4.411 -2.286 -0.461
H 5.242 -3.861 -0.463
H -1.009 -4.499 -0.867
H -3.508 -4.571 -1.576
H -5.759 -3.584 -1.279
H -5.983 -1.382 -0.091
H -3.913 -0.259 0.710
C 1.247 5.805 -0.775
C 0.654 4.579 -0.146
C 0.921 4.248 1.182
C 0.436 3.085 1.732
C -0.350 2.199 0.982
N -0.742 0.972 1.501
C -1.107 0.967 2.860
C -1.770 2.088 3.381
C -2.126 2.184 4.709
C -1.847 1.153 5.600
C -2.253 1.232 7.043
C -1.234 0.015 5.095
C -0.875 -0.098 3.757
N -0.313 -1.322 3.345
C 0.383 -2.267 4.100
C 0.595 -3.367 3.370
C -0.090 -3.185 2.052
N -0.544 -1.791 2.122
C -0.645 2.548 -0.344
C -0.136 3.713 -0.893
N -1.519 1.763 -1.135
C -2.342 2.221 -2.107
C -2.817 1.138 -2.799
C -2.226 0.029 -2.184
N -1.454 0.410 -1.180
H 1.414 6.586 -0.035
H 0.604 6.201 -1.560
H 2.212 5.566 -1.227
H 1.552 4.895 1.777
H 0.715 2.807 2.739
H -2.008 2.898 2.706
H -2.636 3.073 5.057
H -2.285 2.265 7.385
H -1.564 0.679 7.680
H -3.248 0.805 7.182
H -1.062 -0.825 5.755
H 0.684 -2.032 5.106
H 1.105 -4.260 3.690
H -0.988 -3.819 1.997
H -0.343 3.941 -1.931
H -2.521 3.276 -2.221
H -3.497 1.141 -3.632
H -2.310 -1.015 -2.427
C 0.737 1.848 -4.207
C 1.329 0.512 -4.638
C 2.091 -0.221 -3.514
C 2.712 -1.512 -4.072
C 3.448 -2.322 -3.013
C 3.204 0.691 -3.051
O 4.134 1.007 -3.756
N 3.088 1.178 -1.773
C 2.129 0.826 -0.825
O 2.225 1.323 0.289
N 1.160 -0.066 -1.164
C 1.076 -0.595 -2.425
O 0.184 -1.369 -2.730
H 0.124 2.275 -5.001
H 1.518 2.573 -3.964
H 0.101 1.726 -3.326
H 2.027 0.658 -5.464
H 0.541 -0.162 -4.976
H 3.393 -1.227 -4.874
H 1.902 -2.101 -4.502
H 4.257 -1.738 -2.564
H 3.895 -3.216 -3.449
H 2.765 -2.644 -2.223
H 3.817 1.795 -1.443
*
```

ΔE to the lowest compared entry with this formula, charge and spin (kcal per mole): 10.72
HOMO energy (alpha / beta) (eV): -8.917 / -10.822
E_tot (eV): -83476.799
Lowest unoccupied orbital energy (alpha / beta) (Ha): -0.0990 / -0.1839

---

No. 2
DFT (the ωB97M-V functional and the def2-TZVPD basis) results for 2 unconnected molecules or ions with the total composition C14H16O in a non-equilibrium geometry.

ORCA input file:
```
! RIJCOSX wB97M-V def2-TZVPD def2/J DEFGRID3
* xyz 0 1
C 2.325 1.573 0.505
C -1.470 1.705 -1.429
C -0.325 1.302 -2.156
C -1.406 2.129 -0.133
C 0.930 1.323 -1.597
C -0.132 2.021 0.495
C 0.977 1.691 -0.212
O -2.576 2.051 -2.213
H -0.508 1.070 -3.197
H -3.351 1.509 -2.018
H -2.159 2.718 0.357
H 1.735 0.940 -2.211
H -0.082 2.326 1.538
H 2.662 0.539 0.545
H 2.279 1.892 1.552
H 2.993 2.306 0.055
C -1.020 -2.912 2.790
C 1.291 -1.548 -0.595
C 1.871 -1.920 0.631
C -0.115 -1.405 -0.503
C 1.118 -2.329 1.726
C -0.874 -1.526 0.655
C -0.244 -2.112 1.732
H 1.802 -1.567 -1.542
H 2.946 -2.012 0.807
H -0.581 -1.318 -1.483
H 1.590 -2.626 2.648
H -1.930 -1.277 0.674
H -1.993 -3.187 2.391
H -1.165 -2.457 3.780
H -0.491 -3.840 2.968
*
```

ΔE to the lowest compared entry with this formula, charge and spin (kcal per mole): 34.68
Structure (SMILES): Cc1ccc(O)cc1.Cc1ccccc1
HOMO energy (eV): -8.544
E_tot (eV): -16823.731
Lowest unoccupied orbital energy (Ha): 0.0305

---

No. 3
DFT (the ωB97M-V functional and the def2-TZVPD basis) results for 2 unconnected molecules or ions with the total composition C2H2N2O2 in a non-equilibrium geometry.

ORCA input file:
```
! RIJCOSX wB97M-V def2-TZVPD def2/J DEFGRID3
* xyz 0 1
C 0.641 -1.279 0.024
C -0.334 -1.647 0.634
N 0.267 1.642 -0.054
N -0.546 1.134 -0.719
O -1.667 1.102 -1.162
O 1.395 1.522 0.328
H 1.542 -0.698 -0.135
H -1.299 -1.776 1.083
*
```

ΔE to the lowest compared entry with this formula, charge and spin (kcal per mole): 192.38
Structure (SMILES): O=NN=O.C#C
HOMO energy (eV): -10.137
E_tot (eV): -9173.444
Lowest unoccupied orbital energy (Ha): -0.0393